# 1
Density functional theory data (the ωB97M-V functional and the def2-TZVPD basis) for a molecular structure, C26H25Cl2N7O13PSTi at a distorted geometry.

The value obtained for the energy relative to the best compared isomer or geometry (same formula, charge and spin) is 66.8 kcal/mol. The value obtained for the frontier orbital gap (alpha / beta) is 4.28 / 4.25 eV. Its net charge is -1. The HOMO energy (alpha / beta) is -0.111 / -0.109 Ha. The calculation puts the strongest force on any atom at 3.82 eV/Å.

Structure (XYZ):
```
76
Properties=species:S:1:pos:R:3:lowdin_charge:R:1
Ti 0.94868 -1.75240 -1.68286 0.958
O 3.92632 -0.38486 -1.40749 -0.409
S 3.34946 -1.67281 -0.98682 0.326
O 4.25733 -2.47233 -0.23282 -0.257
O 2.07901 -1.33494 -0.20709 -0.431
O 2.74807 -2.36261 -2.17276 -0.345
Cl 2.24307 0.07429 4.12853 0.707
C 0.53243 0.38603 4.16793 -0.583
C 0.10370 1.63889 4.54687 -0.125
C -1.25238 1.89352 4.63123 -0.097
C -2.15116 0.89507 4.31268 -0.125
C -1.71355 -0.35002 3.89384 -0.582
Cl -2.93337 -1.45059 3.34542 0.745
C -0.34168 -0.65948 3.81797 -0.284
N 0.22362 -1.84813 3.38860 0.067
C -0.28796 -3.15621 3.43397 -0.225
C -0.83048 -3.60902 4.63844 -0.058
C -1.27999 -4.90703 4.77334 -0.098
C -1.19130 -5.78187 3.70235 -0.090
C -0.62106 -5.35158 2.51775 -0.035
C -0.15398 -4.05047 2.35927 -0.142
C 0.49101 -3.66977 1.05755 -0.034
C -0.42895 -3.77963 -0.17061 -0.529
O -1.52226 -4.27532 -0.10216 0.117
O 0.10758 -3.32796 -1.30670 -0.118
H 0.83420 2.40782 4.75812 0.099
H -1.60965 2.87515 4.90980 0.101
H -3.21506 1.08328 4.32498 0.102
H 1.09799 -1.72449 2.90631 0.093
H -0.86991 -2.92542 5.47739 0.114
H -1.69237 -5.23825 5.71825 0.097
H -1.55089 -6.79921 3.79099 0.096
H -0.53770 -6.03055 1.67822 0.120
H 1.34875 -4.31613 0.84782 0.148
H 0.85534 -2.65718 1.07340 0.079
C 2.02835 4.10529 -2.70184 -0.135
N 0.73093 3.48521 -2.22761 -0.068
C 0.73681 3.53503 -0.69735 -0.106
N 1.88287 2.89016 -0.18420 -0.137
C 3.11353 3.45486 -0.69960 -0.156
N 3.15493 3.42948 -2.16067 -0.147
C 3.32241 2.06813 -2.68106 -0.266
P 2.00334 0.85700 -2.10805 1.113
C 0.61373 2.07499 -2.71116 -0.195
C 1.83502 1.43961 -0.34135 -0.274
H 2.02637 5.14713 -2.37182 0.137
H 2.04492 4.05789 -3.79121 0.140
H -0.05840 4.03012 -2.57521 0.180
H -0.16801 3.04553 -0.32938 0.135
H 0.73326 4.59283 -0.42025 0.140
H 3.94935 2.87198 -0.31666 0.142
H 3.20430 4.49331 -0.36568 0.131
H 4.28900 1.67914 -2.37478 0.083
H 3.30347 2.11481 -3.77326 0.098
H -0.36170 1.70758 -2.40224 0.077
H 0.63883 2.08784 -3.80411 0.108
H 2.63003 0.99468 0.24491 0.091
H 0.87908 1.07487 0.03932 0.068
O -4.62182 1.45688 -5.24906 0.065
N -4.55768 1.64904 -4.04671 -0.357
O -5.32054 2.39345 -3.45501 0.056
C -3.52268 0.97774 -3.29565 -0.173
C -3.45030 1.16827 -1.92877 0.021
C -2.38094 0.62544 -1.20636 -0.113
C -1.41979 -0.22075 -1.86000 -0.191
O -0.39951 -0.76254 -1.19857 -0.161
C -1.51874 -0.35253 -3.26828 -0.127
C -2.56476 0.24867 -3.98151 0.062
N -0.50372 -0.94689 -4.01633 -0.348
O -0.42082 -0.79131 -5.25629 -0.111
O 0.46527 -1.64295 -3.41353 -0.177
N -2.22882 1.05253 0.11439 -0.279
O -1.10211 0.91586 0.69852 0.012
O -3.18001 1.67942 0.65460 0.035
H -4.16851 1.78596 -1.41659 0.110
H -2.59984 0.16040 -5.05330 0.113
```



# 2
Density functional theory data (the ωB97M-V functional and the def2-TZVPD basis) for a molecular structure, C26H25ClIrN2OS8.

The value obtained for the energy relative to the best compared isomer or geometry (same formula, charge and spin) is 35.6 kcal/mol. The value obtained for the frontier orbital gap (alpha / beta) is 6.46 / 5.03 eV. Its net charge is +2. The spin multiplicity is 6. The HOMO energy (alpha / beta) is -0.471 / -0.484 Ha. The expectation value of S² is 8.81. The calculation puts the strongest force on any atom at 0.53 eV/Å.

Structure (XYZ):
```
64
Properties=species:S:1:pos:R:3:mulliken_spin:R:1
Ir -0.65832 -0.19695 -0.16041 1.153
C -0.50470 -4.43916 0.60392 -0.002
C 0.36776 -4.03765 1.72672 0.834
S -1.52270 -1.43717 2.36597 1.090
C -3.03654 -0.52089 2.58125 -0.038
C -3.90686 -0.37832 1.33436 0.040
S -3.06946 -0.15000 -0.27032 0.006
C -3.40820 -1.79105 -1.00502 -0.002
C -2.79855 -3.00269 -0.31531 0.046
S -0.98841 -3.03841 -0.47921 0.326
H -1.42742 -4.91837 0.94239 0.016
H 0.00692 -5.13318 -0.06417 0.025
H 1.44271 -3.97874 1.58923 0.011
H -0.04207 -3.82925 2.70613 0.004
H -2.69645 0.45953 2.93482 0.048
H -3.63376 -0.94712 3.38747 0.001
H -4.58285 0.46516 1.46036 -0.003
H -4.52525 -1.26498 1.21234 0.000
H -3.07387 -1.70993 -2.03498 -0.003
H -4.49355 -1.87752 -1.01378 0.000
H -3.19456 -3.89509 -0.80438 -0.002
H -3.08558 -3.05641 0.73544 -0.013
Cl 2.93321 -2.45169 -6.05395 0.003
C 1.83705 -1.91690 -4.83481 0.017
C 0.47661 -1.76337 -5.14609 -0.012
C -0.41147 -1.34147 -4.19004 0.025
C 0.01562 -1.06550 -2.88523 -0.009
O -0.92944 -0.68528 -2.03396 0.132
C 1.38496 -1.20170 -2.56911 0.009
C 1.97022 -0.87713 -1.30911 -0.012
N 1.35445 -0.44714 -0.25921 0.115
C 2.04934 -0.08906 0.93124 0.000
C 3.34504 -0.39120 1.26173 -0.026
C 3.90891 0.11413 2.45231 -0.002
C 3.19857 0.92999 3.28484 0.007
C 1.85885 1.25640 2.97224 -0.028
C 1.07250 2.15148 3.72550 0.010
C -0.19026 2.46677 3.30070 -0.011
C -0.70614 1.82718 2.16888 0.019
N -0.01938 0.94108 1.47514 -0.053
C 1.28418 0.70260 1.81517 0.080
C 2.28320 -1.63227 -3.57224 -0.004
H 0.13094 -1.97720 -6.15137 0.000
H -1.46105 -1.21116 -4.43431 0.000
H 3.05001 -0.97156 -1.25081 -0.001
H 3.96082 -1.01865 0.62637 0.001
H 4.93389 -0.14498 2.69249 0.000
H 3.65034 1.33912 4.18391 0.000
H 1.48653 2.60339 4.62153 0.000
H -0.80667 3.18000 3.83347 0.002
H -1.70742 2.04035 1.81442 0.009
H 3.33736 -1.73383 -3.33122 0.000
C 2.52255 3.02183 -1.37393 0.012
S 1.87311 3.61626 0.21332 0.062
C 0.33352 4.32149 -0.20600 0.275
C -0.69883 3.72933 -0.96769 0.071
S -0.76017 2.18551 -1.64519 0.375
S -2.03549 4.78511 -1.29361 0.037
C -1.49485 6.16888 -0.37837 -0.097
S -2.32647 7.54809 -0.23311 0.321
S 0.08619 5.92703 0.31847 0.133
H 3.55445 2.73617 -1.15861 0.002
H 2.52695 3.83358 -2.09943 -0.002
H 1.95997 2.17256 -1.74717 0.002
```



# 3
Density functional theory data (the ωB97M-V functional and the def2-TZVPD basis) for a molecular structure, C26H25ClIrN4O4PS3.

The value obtained for the energy relative to the best compared isomer or geometry (same formula, charge and spin) is 0.0 kcal/mol. The value obtained for the frontier orbital gap (alpha / beta) is 8.80 / 6.36 eV. Its net charge is +1. The spin multiplicity is 2. The HOMO energy (alpha / beta) is -0.422 / -0.427 Ha. The expectation value of S² is 0.75. The calculation puts the strongest force on any atom at 0.77 eV/Å.

Structure (XYZ):
```
65
Properties=species:S:1:pos:R:3:mulliken_spin:R:1
Ir 0.40766 -0.73662 -0.07882 0.509
C 2.04762 1.75021 2.36783 0.003
C 1.03254 2.08667 1.33656 -0.007
N 0.43060 1.25930 0.49551 0.015
C -0.38977 2.01418 -0.31446 0.012
C -0.30390 3.31935 0.05929 0.002
N 0.59345 3.33590 1.09114 0.000
C -0.92740 4.61345 -0.35549 0.000
O -1.80386 4.58093 -1.33392 0.000
O -0.58957 5.61238 0.22576 0.000
C -1.09015 1.35178 -1.43102 -0.009
O -1.90986 1.93651 -2.12004 0.007
O -0.73821 0.11319 -1.60572 0.022
H 1.94349 0.71474 2.67774 -0.001
H 1.93631 2.38922 3.24192 0.000
H 3.05292 1.88736 1.96661 0.000
H 0.84832 4.18898 1.57162 0.000
H -1.94661 3.65883 -1.68536 0.000
S 0.31725 -2.95708 -0.95165 0.002
P 1.24706 -3.54092 0.75190 -0.012
S 1.44656 -1.72282 1.68700 0.188
C 2.86264 -4.27810 0.53420 0.009
C 2.92472 -5.52201 -0.09653 0.000
C 4.15254 -6.12660 -0.29540 0.000
C 5.31253 -5.49749 0.14090 0.000
C 5.24851 -4.26425 0.77129 0.003
C 4.02265 -3.64534 0.96722 0.015
C 0.27503 -4.71772 1.69819 0.004
C 0.53531 -4.87776 3.05774 0.001
C -0.16988 -5.82246 3.78330 0.000
C -1.11979 -6.61593 3.15253 0.002
C -1.37448 -6.46109 1.79783 -0.001
C -0.68325 -5.50539 1.06558 0.000
H 2.01966 -6.01820 -0.42834 0.000
H 4.20645 -7.08812 -0.78742 0.000
H 6.27168 -5.97363 -0.01309 0.000
H 6.15404 -3.77866 1.10898 0.000
H 3.97147 -2.67285 1.43940 -0.012
H 1.28036 -4.26319 3.54953 0.003
H 0.02178 -5.94258 4.84096 0.000
H -1.66153 -7.36009 3.72135 0.000
H -2.10808 -7.08781 1.30748 0.000
H -0.89669 -5.36491 0.01338 0.001
N -2.91010 -2.00234 -1.06607 0.000
C -2.86338 -1.95526 0.24429 -0.034
S -1.80197 -0.89636 1.13675 0.169
N -3.70182 -2.69883 0.96504 0.011
C -4.76046 -3.50649 0.43287 0.000
C -4.78113 -4.86001 0.73178 0.000
C -5.80802 -5.65039 0.23953 0.000
C -6.79650 -5.09080 -0.55805 0.000
C -6.76686 -3.73469 -0.85250 0.000
C -5.75259 -2.93305 -0.35000 0.000
H -2.28983 -1.39848 -1.60810 -0.001
H -3.49328 -2.68268 -1.53039 0.000
H -3.55540 -2.68930 1.96392 0.004
H -3.99748 -5.28289 1.34375 0.000
H -5.83393 -6.70568 0.47533 0.000
H -7.59290 -5.71060 -0.94655 0.000
H -7.54201 -3.29383 -1.46420 0.000
H -5.73924 -1.86921 -0.55229 0.000
Cl 3.39873 -1.06736 -1.14303 0.039
C 1.86928 -0.22772 -1.45463 0.056
H 1.51684 -0.50706 -2.44314 0.001
H 2.07132 0.84016 -1.39851 -0.001
```